{
  "formula": "C12H16Si",
  "method": "ωB97M-V/def2-TZVPD",
  "e_above_lowest_ev": 3.1404,
  "charge": 0,
  "smiles": "CC#C[Si@@H](c1ccccc1)C(C)C",
  "e_homo_ev": -8.94,
  "e_lumo_ev": 0.87,
  "gap_ev": 9.8,
  "energy_ha": -756.25624,
  "species": ["C", "C", "C", "Si", "C", "C", "C", "C", "C", "C", "C", "C", "C", "H", "H", "H", "H", "H", "H", "H", "H", "H", "H", "H", "H", "H", "H", "H", "H"],
  "positions_angstrom": [[-3.986005, 0.880831, 1.818430], [-2.600274, 0.441845, 1.616738], [-1.438145, 0.277005, 1.234342], [0.341220, -0.106056, 0.897411], [0.344294, -1.305347, -0.553409], [1.481816, -1.454886, -1.357396], [1.539067, -2.278147, -2.440514], [0.339971, -3.004256, -2.736248], [-0.753049, -2.910569, -1.905914], [-0.866400, -1.918781, -0.935554], [1.155264, 1.570137, 0.357653], [2.739335, 1.475341, 0.461723], [0.479968, 2.699886, 1.062241], [-3.912987, 1.867407, 2.090474], [-4.492706, 0.872556, 0.910344], [-4.418695, 0.316128, 2.705052], [0.928113, -0.361924, 2.200068], [2.254484, -0.678727, -1.129033], [2.415410, -2.390176, -2.991296], [0.375199, -3.829249, -3.499814], [-1.571091, -3.570370, -1.996479], [-1.667781, -1.754609, -0.227240], [0.877984, 1.686485, -0.689743], [3.088246, 1.249853, 1.473920], [3.099309, 0.729059, -0.189452], [3.167814, 2.420185, 0.090569], [0.545635, 2.532556, 2.107384], [-0.549866, 2.964157, 0.643939], [1.083872, 3.579666, 0.981803]],
  "forces_ev_per_a": [[1.3, -2.5, 2.3], [2.3, 0.0, -1.5], [-2.0, -0.2, 1.1], [-0.5, 1.8, -1.1], [-0.9, 0.4, -0.2], [0.6, 2.1, 1.1], [-2.9, -0.7, 0.1], [1.9, -1.3, -0.1], [-0.7, 1.0, -0.2], [2.5, -0.4, 1.5], [0.5, -1.9, -0.7], [-1.7, 1.6, 0.4], [-0.4, 1.0, -0.5], [0.0, 2.6, 0.9], [-1.3, -0.6, -1.4], [0.0, 0.6, -1.5], [0.3, -0.7, 0.4], [-0.1, -1.4, -0.4], [1.2, -0.1, -1.0], [-0.1, 1.1, 0.7], [-0.9, -0.7, -0.6], [-0.6, -0.4, -0.5], [0.3, -0.2, -0.4], [-0.1, 0.2, -0.1], [0.5, -1.0, -0.7], [0.0, -0.2, 0.4], [-0.9, -0.2, 1.3], [1.3, -0.7, 1.0], [0.4, 0.9, -0.5]]
}